Molecular formula: C21H14N2O5SSn
Method: DFT, ωB97M-V with the def2-TZVPD basis set

Values from the calculation:
* molecular weight: 525.130 g/mol
* energy: -51891.386 eV
* HOMO-LUMO gap: 0.2427 Eh
* F_max: 0.018 hartree/bohr
* spin multiplicity: 1
* net charge: -2
* E_HOMO: -0.06103 hartree

Last column: natural (NBO) charge in e.
Geometry (Å):
Sn -0.21 -0.05 0.90  1.42
O 1.33 0.15 -4.68  -0.73
C 0.11 -0.39 -4.74  0.35
C -0.29 -0.98 -5.94  -0.30
C -1.53 -1.58 -6.06  -0.20
C -2.40 -1.58 -4.99  -0.29
C -2.03 -0.98 -3.80  -0.16
C -0.78 -0.38 -3.65  -0.15
C -0.41 0.21 -2.34  0.60
O -1.25 0.30 -1.41  -0.76
N 0.84 0.61 -2.29  -0.52
N 1.28 1.10 -1.10  -0.30
C 2.34 1.81 -1.14  0.08
C 2.88 2.53 -0.03  -0.22
C 3.89 3.46 -0.31  -0.16
C 4.36 4.34 0.63  -0.34
C 3.79 4.33 1.90  -0.21
C 2.83 3.40 2.22  -0.32
C 2.38 2.42 1.30  0.43
O 1.57 1.50 1.67  -0.79
H 1.42 0.45 -3.69  0.48
H 0.41 -0.97 -6.77  0.20
H -1.81 -2.05 -7.00  0.19
H -3.37 -2.06 -5.08  0.19
H -2.69 -0.97 -2.95  0.24
H 2.83 1.97 -2.11  0.14
H 4.27 3.50 -1.33  0.19
H 5.14 5.06 0.38  0.18
H 4.10 5.06 2.64  0.18
H 2.39 3.39 3.21  0.20
O -2.87 -3.32 1.08  -0.70
C -2.03 -2.68 1.70  0.76
O -0.90 -2.29 1.25  -0.85
C -2.24 -2.43 3.18  -0.09
C -2.68 -3.52 3.92  -0.21
C -2.77 -3.48 5.30  -0.27
C -2.33 -2.34 5.96  -0.24
C -1.91 -1.25 5.24  -0.24
C -1.92 -1.24 3.85  -0.15
S -1.69 0.32 3.07  -0.43
H -2.96 -4.40 3.37  0.22
H -3.18 -4.32 5.85  0.19
H -2.33 -2.31 7.05  0.19
H -1.57 -0.35 5.75  0.21

Molecular formula: C21H14N8OPbS5
Method: DFT, ωB97M-V with the def2-TZVPD basis set

Values from the calculation:
* molecular weight: 761.933 g/mol
* energy: -95383.244 eV
* HOMO-LUMO gap: 0.1742 Eh
* F_max: 0.032 hartree/bohr
* spin multiplicity: 1
* net charge: +2
* ΔE to the lowest compared entry with this formula, charge and spin: 6.0 kJ/mol
* E_HOMO: -0.47644 hartree

Last column: natural (NBO) charge in e.
Geometry (Å):
Pb -1.58 1.52 0.00  1.30
N -4.64 -2.04 0.42  -0.31
C -3.99 -1.06 1.04  0.22
N -3.12 -0.53 0.20  -0.57
C -3.30 -1.25 -0.95  0.28
N -4.22 -2.18 -0.84  -0.21
C -2.55 -1.00 -2.18  0.11
C -2.73 -1.81 -3.31  0.05
N -2.04 -1.60 -4.42  -0.32
C -1.20 -0.57 -4.44  0.02
C -1.03 0.25 -3.33  0.01
N -1.69 0.02 -2.20  -0.45
H -5.38 -2.64 0.76  0.45
H -4.14 -0.77 2.06  0.24
H -3.43 -2.63 -3.30  0.24
H -0.66 -0.41 -5.36  0.23
H -0.36 1.09 -3.37  0.20
O -1.17 4.69 6.62  -0.42
C -1.10 4.12 5.59  0.23
S -1.83 2.49 5.31  0.47
C -1.36 2.34 3.65  -0.38
C -0.57 3.43 3.09  -0.38
S 0.03 3.48 1.55  0.11
S -0.26 4.77 4.14  0.48
S -1.79 0.97 2.83  0.11
N 2.47 -0.71 0.01  -0.55
C 2.49 -1.89 0.80  0.09
C 3.65 -2.64 0.86  -0.20
C 3.68 -3.81 1.61  -0.18
C 2.55 -4.22 2.30  -0.18
C 1.39 -3.46 2.24  -0.22
C 1.36 -2.30 1.48  -0.14
S -0.14 -1.37 1.39  0.48
N 0.24 -0.08 0.36  -0.77
C 1.40 0.08 -0.19  0.45
C 1.60 1.24 -1.11  0.15
C 2.76 1.43 -1.85  -0.20
C 2.89 2.58 -2.63  -0.12
C 1.85 3.49 -2.66  -0.21
C 0.71 3.20 -1.93  0.06
N 0.59 2.11 -1.18  -0.51
H 3.34 -0.46 -0.42  0.42
H 4.53 -2.31 0.32  0.22
H 4.59 -4.39 1.65  0.24
H 2.57 -5.13 2.88  0.24
H 0.50 -3.78 2.77  0.23
H 3.56 0.71 -1.86  0.23
H 3.79 2.74 -3.20  0.25
H 1.92 4.40 -3.24  0.26
H -0.15 3.87 -1.95  0.22

Molecular formula: C21H15Br2Cl2N3OReS3
Method: DFT, ωB97M-V with the def2-TZVPD basis set

Values from the calculation:
* molecular weight: 838.493 g/mol
* energy: -228303.324 eV
* HOMO-LUMO gap (alpha / beta): 0.1843 / 0.1822 Eh
* F_max: 0.061 hartree/bohr
* spin multiplicity: 4
* ΔE to the lowest compared entry with this formula, charge and spin: 51.5 kJ/mol
* E_HOMO (alpha / beta): -0.24023 / -0.25504 hartree

Last column: natural (NBO) charge in e.
Geometry (Å):
Re 0.45 -0.11 -0.90  0.73
C 2.22 2.05 2.34  -0.67
C 1.83 1.89 0.85  -0.15
S 0.16 1.79 0.40  -0.03
C 2.87 1.84 -0.13  -0.15
C 4.15 2.70 -0.03  -0.65
S 2.54 0.77 -1.50  0.08
H 1.40 1.95 3.03  0.23
H 2.78 3.00 2.41  0.22
H 2.98 1.29 2.59  0.23
H 3.92 3.56 0.57  0.22
H 4.55 2.89 -1.02  0.24
H 4.74 2.03 0.61  0.23
Br -4.71 -4.20 -1.89  0.13
C -3.44 -3.03 -1.19  -0.07
C -2.33 -3.37 -0.35  -0.24
C -1.31 -2.45 -0.15  0.08
N -1.30 -1.25 -0.79  -0.47
C -2.32 -0.92 -1.63  0.26
C -3.44 -1.80 -1.82  -0.25
C -2.17 0.34 -2.33  0.15
C -3.08 0.99 -3.13  -0.25
C -2.73 2.13 -3.85  -0.03
Br -4.02 3.21 -4.70  0.13
C -1.33 2.48 -3.95  -0.26
C -0.43 1.73 -3.23  0.09
N -0.85 0.81 -2.32  -0.46
H -2.24 -4.34 0.21  0.25
H -0.46 -2.79 0.42  0.26
H -4.31 -1.55 -2.43  0.24
H -4.09 0.61 -3.27  0.24
H -1.05 3.40 -4.38  0.25
H 0.69 1.74 -3.27  0.26
Cl -1.76 -0.02 1.73  0.04
C -0.45 -0.46 2.72  -0.08
C -0.68 -0.09 4.03  -0.21
C 0.21 -0.45 5.02  -0.22
C 1.28 -1.30 4.76  -0.23
C 1.59 -1.52 3.41  -0.02
Cl 2.91 -2.64 3.12  0.01
C 0.79 -1.00 2.36  -0.23
S 1.59 -1.25 0.79  0.00
H -1.59 0.45 4.17  0.23
H 0.07 -0.10 6.02  0.22
H 1.96 -1.86 5.41  0.24
O 1.96 -3.19 -3.64  -0.59
C 1.48 -2.38 -2.90  0.82
N 0.98 -1.59 -2.18  -0.81

Molecular formula: C21H15F3N3O3STe4W
Method: DFT, ωB97M-V with the def2-TZVPD basis set

Values from the calculation:
* molecular weight: 1140.670 g/mol
* energy: -82623.299 eV
* HOMO-LUMO gap (alpha / beta): 0.2131 / 0.2132 Eh
* F_max: 0.025 hartree/bohr
* spin multiplicity: 1
* net charge: -1
* ΔE to the lowest compared entry with this formula, charge and spin: 51.2 kJ/mol
* E_HOMO (alpha / beta): -0.14212 / -0.14211 hartree

Last column: natural (NBO) charge in e.
Geometry (Å):
W 1.02 -0.02 -0.90  0.92
C 5.28 -0.27 -0.21  -0.24
O 5.36 0.30 1.10  -0.52
C 4.31 0.91 1.72  0.32
C 4.61 1.46 2.94  -0.27
C 3.63 2.12 3.71  -0.25
C 2.35 2.20 3.23  -0.19
C 2.01 1.63 1.99  -0.20
C 0.63 1.73 1.59  0.10
N 0.09 1.25 0.51  -0.36
N -1.27 1.43 0.39  -0.41
C -1.73 0.76 -0.64  0.53
O -0.99 -0.01 -1.37  -0.71
C -3.15 0.92 -1.01  -0.02
C -3.96 1.85 -0.37  -0.19
C -5.29 1.99 -0.76  -0.22
C -5.80 1.21 -1.78  -0.21
C -4.99 0.28 -2.42  -0.22
C -3.67 0.14 -2.04  -0.19
C 2.99 0.98 1.21  0.27
O 2.71 0.48 0.03  -0.71
H 5.03 0.48 -0.96  0.19
H 4.56 -1.08 -0.26  0.19
H 6.28 -0.65 -0.40  0.18
H 5.63 1.38 3.30  0.22
H 3.90 2.55 4.66  0.21
H 1.58 2.71 3.80  0.20
H -0.05 2.24 2.26  0.20
H -3.54 2.46 0.41  0.23
H -5.92 2.72 -0.27  0.20
H -6.84 1.32 -2.09  0.20
H -5.38 -0.32 -3.23  0.21
H -3.01 -0.56 -2.55  0.24
Te 2.21 0.16 -3.40  0.23
Te 0.78 0.12 -5.60  -0.46
Te -0.64 3.23 -3.63  -0.47
Te 1.38 2.49 -2.14  0.25
F -1.02 -3.49 -2.52  -0.30
C -0.98 -4.15 -1.36  0.98
F -0.05 -5.12 -1.48  -0.32
F -2.17 -4.77 -1.23  -0.33
C -0.71 -3.25 -0.19  -0.23
C -1.60 -3.17 0.85  -0.09
C -1.38 -2.27 1.89  -0.29
C -0.30 -1.43 1.81  0.09
N 0.60 -1.51 0.82  -0.52
C 0.44 -2.43 -0.15  0.09
S 1.70 -2.37 -1.35  0.00
H -2.49 -3.79 0.84  0.23
H -2.06 -2.20 2.73  0.23
H -0.12 -0.66 2.55  0.21

Molecular formula: C21H15IrN4S5
Method: DFT, ωB97M-V with the def2-TZVPD basis set

Values from the calculation:
* molecular weight: 675.931 g/mol
* energy: -84998.411 eV
* HOMO-LUMO gap (alpha / beta): 0.2280 / 0.2279 Eh
* F_max: 0.008 hartree/bohr
* spin multiplicity: 1
* ΔE to the lowest compared entry with this formula, charge and spin: 37.2 kJ/mol
* E_HOMO (alpha / beta): -0.26825 / -0.26823 hartree

Last column: natural (NBO) charge in e.
Geometry (Å):
Ir 0.56 -0.21 -1.03  0.44
C -1.93 2.06 -1.97  -0.66
C -0.53 2.59 -1.96  0.29
C -0.33 3.99 -2.08  -0.25
C 0.92 4.50 -2.20  -0.10
C 2.03 3.63 -2.27  -0.08
C 3.35 4.07 -2.48  -0.21
C 4.36 3.16 -2.59  -0.17
C 4.10 1.78 -2.51  -0.23
C 2.82 1.31 -2.28  -0.17
S 2.48 -0.42 -2.24  -0.05
C 1.77 2.25 -2.13  0.13
N 0.50 1.76 -1.90  -0.46
H -2.61 2.84 -2.30  0.22
H -2.25 1.73 -0.98  0.24
H -2.00 1.20 -2.63  0.26
H -1.20 4.63 -2.09  0.23
H 1.08 5.57 -2.27  0.22
H 3.54 5.13 -2.57  0.22
H 5.38 3.49 -2.76  0.22
H 4.90 1.07 -2.62  0.23
S -1.29 -1.25 -1.92  0.03
C -1.73 -2.34 -0.62  -0.08
C -3.04 -2.73 -0.42  -0.21
C -3.37 -3.62 0.59  -0.15
C -4.74 -3.98 0.81  0.28
N -5.84 -4.25 0.99  -0.30
C -2.36 -4.14 1.41  -0.16
C -1.04 -3.76 1.21  -0.20
C -0.71 -2.84 0.22  -0.22
S 0.93 -2.27 0.00  -0.07
C -2.66 -5.03 2.49  0.27
N -2.85 -5.73 3.38  -0.30
H -3.83 -2.33 -1.05  0.24
H -0.26 -4.17 1.83  0.23
S -0.92 0.49 0.81  -0.09
C 0.01 -0.08 2.11  0.01
N -0.48 -0.85 3.06  -0.56
C 0.48 -1.42 4.00  -0.23
C 1.63 -0.42 4.04  -0.53
S 1.68 0.31 2.37  0.37
H -1.41 -1.23 2.95  0.44
H 0.82 -2.39 3.61  0.22
H 0.02 -1.56 4.97  0.23
H 2.58 -0.90 4.26  0.25
H 1.45 0.38 4.76  0.23

Molecular formula: C21H15N4O9S
Method: DFT, ωB97M-V with the def2-TZVPD basis set

Values from the calculation:
* molecular weight: 499.437 g/mol
* energy: -57236.058 eV
* HOMO-LUMO gap: 0.2499 Eh
* F_max: 0.042 hartree/bohr
* spin multiplicity: 1
* net charge: -1
* ΔE to the lowest compared entry with this formula, charge and spin: 0.0 kJ/mol
* E_HOMO: -0.19841 hartree

Last column: natural (NBO) charge in e.
Geometry (Å):
O 1.62 -1.50 0.95  -0.64
C 2.90 -1.66 0.76  0.44
C 3.46 -2.98 0.64  -0.31
C 4.81 -3.21 0.70  -0.14
C 5.72 -2.11 0.71  -0.08
N 7.12 -2.28 0.58  0.51
O 7.84 -1.26 0.48  -0.44
O 7.61 -3.44 0.56  -0.43
C 5.21 -0.79 0.64  -0.14
C 3.85 -0.58 0.59  -0.35
H 2.77 -3.80 0.57  0.22
H 5.21 -4.21 0.68  0.23
H 5.90 0.05 0.55  0.24
H 3.49 0.43 0.46  0.23
C -3.43 0.19 -4.93  -0.63
C -2.48 0.57 -3.84  0.02
C -2.36 1.90 -3.45  -0.22
C -1.46 2.29 -2.46  -0.18
C -0.67 1.32 -1.81  -0.30
S 0.36 1.80 -0.46  2.31
O 1.71 1.32 -0.61  -0.91
O 0.05 3.15 -0.08  -0.90
N -0.23 0.70 0.74  -0.66
C -1.54 0.83 1.26  0.11
C -2.55 1.72 0.90  -0.22
C -3.75 1.68 1.64  0.04
N -4.84 2.48 1.22  0.50
O -5.90 2.47 1.89  -0.41
O -4.70 3.16 0.17  -0.42
C -3.85 0.81 2.76  -0.20
C -2.79 0.02 3.19  -0.23
C -1.61 -0.01 2.39  0.00
C -0.28 -0.56 2.57  -0.10
N 0.04 -1.47 3.58  0.50
O -0.89 -1.89 4.31  -0.47
O 1.23 -1.82 3.78  -0.42
C 0.61 -0.04 1.58  0.27
C -0.75 -0.02 -2.22  -0.18
C -1.67 -0.39 -3.21  -0.21
H -3.44 -0.89 -5.08  0.22
H -4.44 0.52 -4.70  0.23
H -3.15 0.67 -5.87  0.22
H -2.99 2.66 -3.93  0.22
H -1.38 3.33 -2.16  0.24
H -2.45 2.40 0.08  0.25
H -4.80 0.76 3.29  0.24
H -2.83 -0.55 4.11  0.25
H 1.60 0.45 1.77  0.24
H -0.11 -0.78 -1.76  0.25
H -1.75 -1.45 -3.52  0.22